1.
DFT (the ωB97M-V functional and the def2-TZVPD basis) results for C16H30As3Cl3N3PdSeSi as an isolated structure.

The geometry in XYZ format:
```
58
Properties=species:S:1:pos:R:3
Pd -0.033 -0.168 -0.446
C 2.902 1.755 1.238
As 1.958 1.280 -0.393
C 3.366 0.429 -1.422
C 1.718 3.039 -1.224
C 0.756 3.131 -2.428
C 1.020 1.987 -3.413
C -0.718 3.119 -1.990
As -1.333 1.703 -0.796
C -1.524 2.626 0.893
C -3.163 1.345 -1.322
C 1.025 4.447 -3.191
As 0.812 6.330 -2.561
C -1.130 6.476 -2.267
C 1.351 6.294 -0.668
H 3.808 2.324 1.034
H 3.162 0.833 1.756
H 2.240 2.344 1.871
H 4.177 1.130 -1.617
H 2.963 0.055 -2.361
H 3.744 -0.412 -0.843
H 2.715 3.361 -1.534
H 1.397 3.713 -0.430
H 0.777 1.013 -2.981
H 2.068 1.975 -3.718
H 0.415 2.108 -4.314
H -1.371 3.099 -2.865
H -0.933 4.036 -1.445
H -2.099 3.541 0.755
H -0.535 2.863 1.284
H -2.028 1.969 1.598
H -3.775 2.244 -1.349
H -3.566 0.643 -0.593
H -3.143 0.882 -2.307
H 0.420 4.445 -4.104
H 2.062 4.415 -3.539
H -1.670 6.043 -3.109
H -1.373 7.537 -2.228
H -1.469 6.019 -1.338
H 2.367 5.915 -0.565
H 0.671 5.717 -0.040
H 1.343 7.327 -0.318
Se -2.737 -2.644 1.653
N -2.173 -2.914 3.295
C -1.263 -1.989 3.540
C -0.515 -1.858 4.745
C 0.403 -0.865 4.794
C 0.594 -0.003 3.673
N -0.062 -0.066 2.550
C -1.004 -1.048 2.469
N -1.719 -1.222 1.369
H -0.691 -2.541 5.565
H 1.008 -0.708 5.676
H 1.347 0.777 3.742
Cl 0.924 -2.418 -0.628
Si -0.682 -1.679 -1.950
Cl -2.122 -3.119 -1.872
Cl 0.182 -1.780 -3.790
```

For the HOMO energy, the calculation gives -10.92 eV. As for the multiplicity: 1. Its energy relative to the best compared isomer or geometry (same formula, charge and spin) is 1.356 eV. Its charge is +1.

Mulliken atomic charge list, values in e, 4 entries: number 1, Pd, carries 0.595; number 2, C, carries -1.327; number 3, As, carries 1.042; number 4, C, carries -1.282

2.
DFT (the ωB97M-V functional and the def2-TZVPD basis) results for a single C4H5N5O molecule.

The geometry in XYZ format:
```
15
Properties=species:S:1:pos:R:3
H 4.258 -0.265 0.073
N 3.299 0.097 -0.024
C 2.322 -0.614 0.320
C 0.997 0.377 -0.037
O 1.138 1.556 -0.303
N -0.262 -0.168 -0.017
N -0.534 -1.514 -0.207
C -1.848 -1.594 -0.183
N -2.465 -0.414 -0.031
C -1.541 0.516 -0.008
N -1.661 1.820 0.079
H 2.072 -1.618 0.659
H -2.295 -2.578 -0.170
H -2.589 1.967 -0.261
H -0.891 2.432 0.109
```

For the HOMO energy, the calculation gives -8.99 eV. As for the multiplicity: 1. As for the SMILES: [H]/N=C/C(=O)n1ncnc1N. Its energy relative to the best compared isomer or geometry (same formula, charge and spin) is 0.390 eV. Its charge is 0.

Mulliken atomic charge list, values in e, 4 entries: number 1, H, carries 0.231; number 2, N, carries -0.383; number 3, C, carries -0.235; number 4, C, carries 0.722

3.
DFT (the ωB97M-V functional and the def2-TZVPD basis) results for a 5-piece molecular cluster, CH12N2O4 overall.

The geometry in XYZ format:
```
19
Properties=species:S:1:pos:R:3
H 1.460 1.536 0.783
N 1.649 0.816 0.091
C 0.940 0.390 -0.842
N 1.394 -0.783 -1.414
H -0.014 0.716 -1.399
H 2.084 -1.235 -0.825
H 1.144 -1.234 -2.199
O -3.841 -0.283 -1.769
H -3.678 -0.889 -2.552
H -3.688 -0.900 -1.039
O 2.495 -1.664 1.714
H 2.556 -0.581 1.504
H 3.278 -1.940 2.177
O -0.219 -0.047 3.986
H 0.649 0.089 3.483
H -0.130 -1.021 3.849
O -1.700 2.400 -2.002
H -2.127 3.045 -1.564
H -2.253 1.586 -1.984
```

For the HOMO energy, the calculation gives -9.29 eV. As for the multiplicity: 1. As for the SMILES: [H]/N=C/N.O.O.O.O. Its energy relative to the best compared isomer or geometry (same formula, charge and spin) is 2.329 eV. Its charge is 0.

Mulliken atomic charge list, values in e, 4 entries: number 1, H, carries 0.215; number 2, N, carries -0.711; number 3, C, carries 0.373; number 4, N, carries -0.336

4.
DFT (the ωB97M-V functional and the def2-TZVPD basis) results for a 7-piece molecular cluster, C35H52NO15 overall.

The geometry in XYZ format:
```
103
Properties=species:S:1:pos:R:3
O 0.401 -2.425 -4.018
C 1.157 -1.280 -4.156
C 2.651 -1.631 -4.043
O 3.430 -0.815 -4.888
C 2.992 0.529 -4.810
C 1.641 0.681 -5.531
N 0.958 -0.649 -5.525
C -0.498 -0.571 -5.874
O -1.087 -0.002 -4.763
C -2.482 -0.018 -4.663
C -2.992 0.707 -3.605
C -4.358 0.710 -3.379
C -5.200 -0.012 -4.224
C -4.674 -0.722 -5.284
C -3.302 -0.738 -5.520
H -0.448 -2.219 -3.606
H 0.883 -0.530 -3.415
H 2.778 -2.678 -4.314
H 2.919 -1.476 -2.991
H 3.732 1.193 -5.248
H 2.894 0.826 -3.758
H 1.801 0.992 -6.562
H 1.011 1.395 -5.006
H 1.406 -1.268 -6.203
H -0.601 0.041 -6.777
H -0.829 -1.590 -6.078
H -2.321 1.246 -2.946
H -4.745 1.268 -2.537
H -6.265 -0.013 -4.035
H -5.335 -1.286 -5.930
H -2.915 -1.315 -6.350
O -5.557 1.424 -0.529
C -4.754 1.014 0.267
O -3.490 0.719 -0.092
C -2.759 0.188 1.040
C -3.517 0.683 2.264
C -4.951 0.744 1.742
H -2.751 -0.901 0.960
H -1.738 0.556 0.985
H -3.380 0.046 3.134
H -3.194 1.689 2.515
H -5.486 -0.201 1.849
H -5.540 1.539 2.193
O 1.998 -3.444 1.423
C 3.012 -3.451 0.788
O 4.208 -3.141 1.318
C 5.226 -3.126 0.300
C 4.672 -3.991 -0.831
C 3.167 -3.755 -0.690
H 5.381 -2.090 -0.008
H 6.147 -3.506 0.731
H 5.085 -3.731 -1.804
H 4.895 -5.040 -0.640
H 2.831 -2.876 -1.242
H 2.565 -4.614 -0.973
O -0.464 -2.335 7.173
C 0.023 -3.045 6.343
O -0.181 -2.852 5.020
C 0.445 -3.901 4.252
C 1.527 -4.466 5.164
C 0.910 -4.259 6.546
H -0.319 -4.645 4.009
H 0.838 -3.476 3.335
H 1.782 -5.499 4.938
H 2.435 -3.868 5.074
H 0.279 -5.098 6.847
H 1.649 -4.065 7.318
O -3.394 3.794 2.153
C -4.412 4.412 2.004
O -5.114 4.888 3.050
C -6.342 5.494 2.601
C -6.094 5.856 1.140
C -5.126 4.753 0.710
H -7.145 4.763 2.717
H -6.550 6.350 3.237
H -7.008 5.904 0.554
H -5.600 6.826 1.080
H -5.645 3.858 0.359
H -4.408 5.066 -0.043
O 5.365 -4.522 7.533
C 4.996 -3.669 8.284
O 4.035 -2.778 7.941
C 3.847 -1.807 8.986
C 4.373 -2.478 10.250
C 5.480 -3.372 9.691
H 4.413 -0.911 8.724
H 2.790 -1.556 9.033
H 4.706 -1.765 11.001
H 3.590 -3.095 10.693
H 6.437 -2.852 9.617
H 5.619 -4.297 10.243
O 3.293 3.610 -5.181
C 2.429 4.442 -5.245
O 1.899 5.000 -4.143
C 0.829 5.902 -4.494
C 1.096 6.284 -5.946
C 1.764 5.018 -6.482
H -0.117 5.372 -4.370
H 0.854 6.742 -3.806
H 0.197 6.580 -6.480
H 1.802 7.114 -5.985
H 1.038 4.290 -6.851
H 2.505 5.205 -7.255
```

For the HOMO energy, the calculation gives -10.97 eV. As for the multiplicity: 1. Its energy relative to the best compared isomer or geometry (same formula, charge and spin) is 0.000 eV. Its charge is +1.

Mulliken atomic charge list, values in e, 4 entries: number 1, O, carries -0.645; number 2, C, carries -0.020; number 3, C, carries -0.403; number 4, O, carries -0.501

5.
DFT (the ωB97M-V functional and the def2-TZVPD basis) results for a single C8H9ClF3NO2 molecule.

The geometry in XYZ format:
```
24
Properties=species:S:1:pos:R:3
C -2.287 1.387 -0.687
C -1.079 1.629 -0.209
C -0.735 -0.811 0.108
C -0.392 0.555 0.766
C -2.815 -0.037 -0.643
C 0.357 -1.845 0.070
C 1.027 1.120 1.002
C -3.964 -0.226 0.373
N -1.822 -1.036 -0.493
O -3.530 -0.250 -1.826
O 1.781 1.065 -0.143
F -5.064 0.567 0.077
F -4.593 -1.400 0.542
F -3.426 0.224 1.516
Cl -0.353 3.182 -0.459
H -2.903 1.872 -1.474
H -0.996 0.627 1.698
H 0.384 -2.397 1.015
H 1.309 -1.328 -0.121
H 0.068 -2.629 -0.691
H 1.474 0.547 1.738
H 1.046 2.192 1.291
H -3.114 -0.829 -2.434
H 1.384 1.777 -0.686
```

For the HOMO energy (alpha / beta), the calculation gives -6.13 / -10.34 eV. As for the multiplicity: 3. Its expectation value of S² is 2.008. Its charge is 0.

Mulliken atomic charge list, values in e, 4 entries: number 1, C, carries -1.837; number 2, C, carries 0.683; number 3, C, carries 0.704; number 4, C, carries 0.623

6.
DFT (the ωB97M-V functional and the def2-TZVPD basis) results for a single C2H2N4O2 molecule.

The geometry in XYZ format:
```
10
Properties=species:S:1:pos:R:3
O 0.595 1.936 2.158
C 0.667 2.037 0.918
N 0.007 1.259 -0.110
C -0.071 -0.020 -0.277
N 0.471 -0.972 0.456
N 0.079 -2.074 -0.094
N -0.649 -1.865 -1.094
O -0.878 -0.530 -1.290
H 1.330 2.685 0.425
H -1.550 -2.458 -1.091
```

For the HOMO energy, the calculation gives -9.88 eV. As for the multiplicity: 1. As for the SMILES: O=C/N=c1\nn[nH]o1. Its energy relative to the best compared isomer or geometry (same formula, charge and spin) is 5.387 eV. Its charge is 0.

Mulliken atomic charge list, values in e, 4 entries: number 1, O, carries -0.494; number 2, C, carries 0.126; number 3, N, carries -0.472; number 4, C, carries 0.621

7.
DFT (the ωB97M-V functional and the def2-TZVPD basis) results for a 6-piece molecular cluster, C36H49BrN9O overall.

The geometry in XYZ format:
```
96
Properties=species:S:1:pos:R:3
C 0.966 -0.120 1.620
C -0.061 0.085 0.315
C -0.838 -1.367 0.154
C -1.032 1.338 0.707
C -1.969 1.920 -0.504
Br -1.980 3.946 -0.240
C -3.521 1.467 -0.394
C -4.116 0.499 -1.556
N -4.234 1.168 -2.941
N -3.455 -0.854 -1.696
N -5.579 0.202 -1.159
C -1.197 1.667 -1.909
C 0.455 1.480 -1.727
C 1.224 2.872 -1.310
C 0.993 1.129 -3.273
N 0.817 0.276 -0.892
O 2.130 0.292 -0.606
H 1.612 -1.092 1.544
H 1.570 0.855 1.879
H 0.229 -0.290 2.544
H -1.855 -1.401 0.732
H -0.935 -1.595 -1.005
H -0.120 -2.176 0.649
H -1.717 1.033 1.635
H -0.334 2.212 1.122
H -4.223 2.431 -0.337
H -3.689 0.918 0.652
H -3.550 0.610 -3.535
H -5.173 0.924 -3.376
H -4.044 -1.455 -2.348
H -3.563 -1.328 -0.756
H -6.193 1.005 -1.431
H -5.607 0.031 -0.118
H -1.347 2.642 -2.582
H -1.535 0.744 -2.539
H 0.710 3.853 -1.688
H 2.337 2.783 -1.733
H 1.345 2.833 -0.123
H 2.163 1.131 -3.308
H 0.538 1.980 -3.975
H 0.492 0.108 -3.562
N 0.227 0.726 5.121
C 0.689 0.364 6.337
C 1.446 1.190 7.152
C 1.753 2.466 6.692
C 1.293 2.868 5.442
C 0.539 1.972 4.701
H 0.426 -0.643 6.651
H 1.789 0.847 8.122
H 2.345 3.142 7.302
H 1.515 3.856 5.054
H 0.154 2.240 3.722
N 6.850 -1.522 7.113
C 6.443 -2.340 8.108
C 5.130 -2.433 8.541
C 4.175 -1.636 7.921
C 4.563 -0.781 6.894
C 5.899 -0.761 6.528
H 7.227 -2.939 8.563
H 4.860 -3.110 9.344
H 3.136 -1.680 8.234
H 3.842 -0.146 6.391
H 6.251 -0.114 5.730
N 2.633 1.501 -7.700
C 3.625 0.731 -8.197
C 3.647 -0.652 -8.106
C 2.588 -1.286 -7.464
C 1.552 -0.520 -6.941
C 1.618 0.857 -7.084
H 4.430 1.272 -8.686
H 4.469 -1.221 -8.526
H 2.571 -2.368 -7.373
H 0.713 -0.983 -6.434
H 0.831 1.498 -6.695
N 5.990 -3.694 -5.246
C 6.020 -3.968 -3.923
C 5.196 -3.360 -2.991
C 4.286 -2.408 -3.438
C 4.232 -2.102 -4.794
C 5.095 -2.767 -5.651
H 6.750 -4.715 -3.623
H 5.262 -3.621 -1.941
H 3.624 -1.909 -2.737
H 3.534 -1.365 -5.175
H 5.089 -2.566 -6.718
N -7.550 0.004 1.066
C -7.957 -0.814 2.061
C -9.270 -0.907 2.495
C -10.225 -0.110 1.874
C -9.837 0.745 0.847
C -8.501 0.765 0.481
H -7.173 -1.414 2.516
H -9.540 -1.584 3.297
H -11.264 -0.154 2.187
H -10.558 1.379 0.344
H -8.149 1.412 -0.317
```

For the HOMO energy (alpha / beta), the calculation gives -8.81 / -9.34 eV. As for the multiplicity: 2. Its energy relative to the best compared isomer or geometry (same formula, charge and spin) is 5.366 eV. Its expectation value of S² is 0.755. Its charge is 0.

Mulliken atomic charge list, values in e, 4 entries: number 1, C, carries -1.045; number 2, C, carries 0.586; number 3, C, carries -1.074; number 4, C, carries -1.113

8.
DFT (the ωB97M-V functional and the def2-TZVPD basis) results for C27H33ClN7O8S2Sr as an isolated structure.

The geometry in XYZ format:
```
79
Properties=species:S:1:pos:R:3
Sr -0.652 0.425 -0.448
C -1.709 2.601 3.368
C -1.876 1.140 3.169
N -1.152 0.379 2.373
C -1.681 -0.886 2.471
C -2.723 -0.893 3.359
N -2.824 0.403 3.787
C -3.642 -1.910 3.918
O -3.492 -3.147 3.497
O -4.476 -1.581 4.735
C -1.184 -1.978 1.587
O -1.609 -3.138 1.751
O -0.360 -1.615 0.693
H -1.559 3.066 2.388
H -0.836 2.807 3.991
H -2.588 3.029 3.849
H -3.548 0.719 4.412
H -2.722 -3.213 2.835
C -2.093 4.761 -1.839
C -2.123 3.474 -1.029
S -0.680 3.244 -0.010
C -3.178 2.634 -1.130
C -4.331 2.969 -2.052
S -3.400 1.080 -0.295
H -1.147 5.273 -1.680
H -2.898 5.444 -1.548
H -2.200 4.572 -2.912
H -4.408 4.035 -2.274
H -5.267 2.639 -1.601
H -4.234 2.434 -3.004
O 4.014 -0.801 -4.748
C 2.870 -1.128 -5.328
O 2.798 -1.363 -6.510
C 1.677 -1.234 -4.438
C 0.465 -1.802 -4.793
Cl 0.045 -2.597 -6.235
N -0.362 -1.737 -3.725
N 0.257 -1.148 -2.689
C 1.471 -0.832 -3.095
C 2.363 -0.159 -2.078
O 3.603 -0.177 -2.286
O 1.785 0.332 -1.089
C -1.700 -2.199 -3.501
C -1.995 -2.710 -2.242
C -3.293 -3.093 -1.951
C -4.287 -2.980 -2.913
C -3.978 -2.474 -4.165
C -2.685 -2.071 -4.468
H 3.906 -0.626 -3.761
H -1.221 -2.798 -1.490
H -3.518 -3.467 -0.961
H -5.304 -3.267 -2.678
H -4.751 -2.361 -4.913
H -2.467 -1.632 -5.429
N 4.063 0.750 0.512
C 4.791 0.613 1.816
C 4.760 -0.845 2.291
C 3.325 -1.366 2.478
N 2.746 -1.606 1.151
C 2.490 -0.389 3.324
C 2.647 1.120 3.064
N 1.911 1.586 1.884
C 4.126 1.494 2.871
H 4.617 0.918 -0.325
H 3.287 1.441 0.599
H 3.495 -0.132 0.356
H 5.821 0.932 1.655
H 5.289 -0.886 3.246
H 5.300 -1.494 1.596
H 3.372 -2.300 3.049
H 1.727 -1.667 1.146
H 3.095 -2.474 0.762
H 2.788 -0.554 4.363
H 1.431 -0.655 3.260
H 2.287 1.624 3.968
H 1.550 2.527 1.992
H 1.107 1.008 1.670
H 4.673 1.363 3.808
H 4.199 2.548 2.592
```

For the HOMO energy, the calculation gives -3.15 eV. As for the multiplicity: 1. Its charge is -1.

Mulliken atomic charge list, values in e, 4 entries: number 1, Sr, carries 0.949; number 2, C, carries -1.135; number 3, C, carries -0.067; number 4, N, carries 0.698

In order of appearance, E_tot = -318333.86035, -13725.45864, -12400.51209, -69335.83776, -34696.24012, -12157.36065, -123620.09768, -90383.67216 eV.